This record from the Open Molecules 2025 dataset describes a cluster of 2 separate species, C5H14N2O in total. The level of theory is the ωB97M-V functional and the def2-TZVPD basis.

Structure (XYZ):
```
22
Properties=species:S:1:pos:R:3:forces:R:3
C -1.826133 -1.314702 0.808998 2.571 1.099 -0.261
C -0.877130 -0.878726 -0.386194 -3.551 1.173 -1.007
C 0.028326 0.250889 -0.609430 1.114 0.502 1.815
C 1.223697 0.037950 -1.151672 -0.835 5.640 1.272
N 2.174491 1.128335 -1.243881 1.920 -4.686 -5.976
C -0.361586 1.606131 -0.149523 -2.494 -2.244 4.439
N -2.424580 -2.600618 0.552517 0.374 0.661 1.865
H -1.214006 -1.407757 1.692792 0.576 -0.211 0.370
H -2.422313 -0.448172 1.104944 -1.115 -0.730 -0.401
H -0.281670 -1.695138 -0.470166 1.460 -2.889 -1.126
H -1.575832 -0.699070 -1.288748 0.603 -1.147 1.070
H 1.746053 -0.792298 -1.075676 1.610 -4.619 -0.636
H 2.555375 1.229649 -2.284489 -1.032 0.003 3.293
H 2.076387 1.934828 -0.795514 -1.057 3.984 2.053
H -1.396675 1.501256 0.375813 1.396 0.614 -1.356
H -0.338585 2.208044 -0.923899 -0.671 3.365 -3.952
H 0.240871 2.112376 0.617883 -0.054 -0.800 -0.518
H -1.908730 -3.396198 0.238150 0.920 0.230 0.000
H -3.221790 -2.534908 0.035617 -2.552 0.166 -1.674
H 1.827030 1.512588 2.502992 -0.350 0.564 2.068
H 2.547819 0.829286 1.435913 -2.070 1.607 -0.426
O 1.749205 1.467781 1.575108 3.239 -2.282 -0.912
```
Positions in Å, forces in eV/Å.

HOMO energy, eV: -7.750
Max |F|, eV/Å: 7.8
SMILES: C/C(=C\N)CCN.O
Energy above the lowest of the compared OMol25 structures with the same formula, charge and spin, kcal per mole: 108.9
Orbital gap, eV: 8.391

Results of the natural (NBO) charge analysis, in e, for atoms 1 through 4: C -0.213; C -0.431; C 0.015; C -0.073